# C8H8ClN4O

The ion C8H8ClN4O with charge +1 (the ωB97M-V functional and the def2-TZVPD basis, the OMol25 dataset).

Last column: Mulliken charge in e.
Geometry (Å):
Cl  4.066  0.106  -0.379  -0.131
O  0.451  3.179  -0.486  -0.426
N  1.445  0.176  -0.216  -0.381
N  -0.470  1.753  0.887  -0.282
N  -1.003  -2.342  0.545  -1.320
N  0.082  -1.703  0.334  0.835
C  -2.295  0.340  -0.008  -0.983
C  0.217  -0.341  0.060  0.455
C  -0.842  0.638  0.220  0.700
C  2.498  -1.957  0.132  -0.552
C  0.155  2.809  0.718  0.013
C  1.207  -2.435  0.304  -0.016
C  -2.818  0.009  -1.176  -0.427
C  2.544  -0.506  -0.111  0.598
H  0.917  4.117  -0.449  0.406
H  0.198  3.501  1.488  0.455
H  -2.218  -0.283  -2.086  0.246
H  -1.862  -1.849  0.362  0.334
H  -2.927  0.936  0.617  0.369
H  -3.849  0.043  -1.382  0.347
H  3.392  -2.666  0.101  0.341
H  1.111  -3.525  0.526  0.417

Properties
Strongest force on any atom   5.1 eV Å⁻¹
ΔE to the lowest compared entry with this formula, charge and spin   0.0 kJ/mol
Charge   +1
Gap between HOMO and LUMO (alpha / beta)   6.25 / 6.98 eV
SMILES string   [H]/N=[n+]1/ccc(Cl)n/c1=C(C=C)\N=C/O
LUMO energy (alpha / beta)   -5.52 / -5.47 eV
E   -28944.57834 eV
2S+1   1
E_HOMO (alpha / beta)   -11.770 / -12.446 eV